## a
DFT (the ωB97M-V functional and the def2-TZVPD basis) results for C27H52BrGeKN3O9P as an isolated structure.

The value obtained for the gap between HOMO and LUMO (alpha / beta) is 6.93 / 6.47 eV. The HOMO energy (alpha / beta) comes out at -4.73 / -4.73 eV.

The geometry in ORCA input format:
```
! wB97M-V def2-TZVPD RIJCOSX def2/J DEFGRID3
* xyz -1 2
K -0.32 0.89 0.69
N -2.97 0.67 -2.25
C -4.02 0.09 -1.43
C -4.07 0.54 0.04
O -4.36 -0.27 0.92
N -3.82 1.87 0.21
C -4.22 2.40 1.39
C -2.90 2.41 2.70
O -3.43 2.62 3.75
O -1.80 2.23 2.23
H -2.08 0.23 -2.02
H -2.88 1.65 -2.02
H -3.95 -1.00 -1.45
H -5.00 0.36 -1.86
H -4.99 1.87 1.95
H -4.31 3.48 1.39
C 4.47 1.26 -2.25
C 3.22 0.41 -2.01
C 2.17 0.74 -3.07
C 3.60 -1.07 -2.13
O 2.68 0.61 -0.73
Ge 2.70 2.27 0.20
O 1.94 1.41 1.70
C 2.70 1.11 2.85
C 3.83 0.14 2.51
C 1.74 0.45 3.83
C 3.27 2.39 3.48
O 0.99 2.71 -0.45
C 0.57 4.00 -0.87
C 0.66 4.06 -2.39
C 1.41 5.12 -0.26
C -0.88 4.16 -0.43
H 4.92 1.02 -3.22
H 5.21 1.07 -1.47
H 4.23 2.32 -2.24
H 2.55 0.56 -4.08
H 1.87 1.78 -2.99
H 1.28 0.13 -2.92
H 4.03 -1.29 -3.11
H 2.72 -1.70 -2.00
H 4.33 -1.33 -1.36
H 3.42 -0.80 2.12
H 4.44 -0.09 3.39
H 4.48 0.55 1.74
H 1.28 -0.44 3.38
H 0.94 1.15 4.08
H 2.24 0.15 4.76
H 4.02 2.84 2.83
H 3.73 2.18 4.45
H 2.46 3.10 3.62
H 1.70 3.94 -2.71
H 0.29 5.02 -2.78
H 0.07 3.26 -2.84
H 2.45 5.07 -0.59
H 1.39 5.07 0.83
H 1.00 6.09 -0.56
H -1.50 3.36 -0.82
H -1.30 5.11 -0.77
H -0.95 4.12 0.66
Br -4.83 -2.88 5.36
C -3.53 -2.13 4.21
C -3.23 -2.75 3.01
C -2.28 -2.14 2.20
N -1.64 -1.02 2.52
C -1.95 -0.45 3.68
C -2.89 -0.96 4.56
H -3.72 -3.65 2.70
H -2.03 -2.58 1.24
H -1.44 0.48 3.92
H -3.12 -0.44 5.48
C -0.50 -3.76 -4.55
C 0.53 -2.94 -3.79
O 0.44 -3.21 -2.38
P -0.43 -2.13 -1.50
O -1.93 -2.73 -1.55
C -2.24 -4.10 -1.23
C -3.72 -4.29 -1.43
O -0.01 -2.67 -0.03
C 1.17 -2.13 0.59
C 2.26 -3.17 0.62
H -0.39 -3.60 -5.62
H -1.51 -3.47 -4.26
H -0.36 -4.82 -4.34
H 0.38 -1.87 -3.97
H 1.54 -3.20 -4.09
H -1.95 -4.30 -0.19
H -1.65 -4.76 -1.87
H -4.28 -3.61 -0.78
H -4.01 -5.31 -1.19
H -4.00 -4.08 -2.47
H 0.88 -1.83 1.60
H 1.51 -1.22 0.07
H 1.94 -4.05 1.19
H 3.16 -2.76 1.09
H 2.51 -3.49 -0.39
*
```

---

## b
DFT (the ωB97M-V functional and the def2-TZVPD basis) results for C27H52BrGeKN3O9P as an isolated structure.

The value obtained for the gap between HOMO and LUMO (alpha / beta) is 6.58 / 5.84 eV. The HOMO energy (alpha / beta) comes out at -4.45 / -4.45 eV.

The geometry in ORCA input format:
```
! wB97M-V def2-TZVPD RIJCOSX def2/J DEFGRID3
* xyz -1 2
K -0.44 -0.56 -0.26
N 2.97 1.33 -2.22
C 1.93 2.34 -2.21
C 0.51 1.82 -2.31
O 0.29 0.61 -2.28
N -0.44 2.81 -2.36
C -1.68 2.45 -2.78
C -2.67 1.58 -1.56
O -3.83 1.62 -1.90
O -2.02 1.11 -0.65
H 3.01 0.91 -3.14
H 2.67 0.56 -1.63
H 2.10 3.05 -3.02
H 1.99 2.93 -1.29
H -1.75 1.68 -3.55
H -2.33 3.30 -2.96
C 3.73 -2.51 -0.96
C 2.42 -3.27 -1.16
C 2.71 -4.77 -1.05
C 1.87 -2.94 -2.55
O 1.53 -2.84 -0.14
Ge -0.08 -3.76 0.19
O -0.93 -2.83 -1.21
C -2.16 -3.22 -1.79
C -2.10 -4.66 -2.29
C -3.30 -3.05 -0.78
C -2.39 -2.28 -2.98
O -0.60 -2.46 1.43
C -0.51 -2.69 2.83
C 0.96 -2.87 3.24
C -1.32 -3.92 3.24
C -1.09 -1.46 3.50
H 4.51 -2.88 -1.63
H 4.07 -2.63 0.07
H 3.60 -1.45 -1.17
H 3.44 -5.08 -1.79
H 1.81 -5.36 -1.19
H 3.10 -5.00 -0.05
H 2.63 -3.13 -3.31
H 1.56 -1.90 -2.60
H 0.99 -3.54 -2.78
H -1.95 -5.35 -1.46
H -1.27 -4.78 -2.98
H -3.02 -4.94 -2.80
H -3.11 -3.67 0.10
H -4.26 -3.35 -1.21
H -3.37 -2.01 -0.46
H -1.57 -2.39 -3.70
H -2.41 -1.24 -2.65
H -3.33 -2.49 -3.48
H 1.39 -3.75 2.75
H 1.05 -3.00 4.32
H 1.54 -2.01 2.93
H -0.90 -4.84 2.81
H -2.34 -3.82 2.88
H -1.34 -4.03 4.33
H -0.55 -0.57 3.19
H -1.04 -1.54 4.59
H -2.13 -1.32 3.21
Br 4.74 -0.61 5.07
C 3.54 -0.06 3.71
C 2.41 0.66 4.03
C 1.57 1.02 2.99
N 1.78 0.72 1.72
C 2.88 0.03 1.44
C 3.80 -0.39 2.39
H 2.18 0.92 5.05
H 0.67 1.59 3.20
H 3.04 -0.23 0.40
H 4.67 -0.96 2.10
C -0.61 3.41 5.17
C -1.79 2.61 4.65
O -2.33 3.23 3.49
P -2.09 2.41 2.07
O -0.69 3.01 1.54
C -0.49 4.34 1.03
C 0.93 4.74 1.33
O -3.11 3.28 1.16
C -4.48 2.83 1.15
C -5.36 3.86 1.83
H -0.19 2.95 6.07
H -0.92 4.43 5.41
H 0.18 3.47 4.42
H -2.58 2.55 5.40
H -1.49 1.58 4.42
H -1.22 5.02 1.49
H -0.68 4.30 -0.05
H 1.10 4.85 2.40
H 1.17 5.69 0.84
H 1.62 3.98 0.96
H -4.56 1.86 1.65
H -4.75 2.68 0.11
H -5.05 4.01 2.87
H -6.40 3.54 1.82
H -5.29 4.82 1.31
*
```

---

If you had to bet on the most stable structure above, which would it be? Bet on a.